# 1
Below is the molecule C4H5NO2 at a distorted geometry, with properties calculated with wB97M-V/def2-TZVPD.

Element x y z (Å)
C (-1.933, 0.409, 0.223)
C (-0.499, 0.032, -0.009)
C (-0.083, -1.121, -0.784)
O (1.257, -0.546, -1.289)
C (1.545, 0.178, -0.287)
O (2.799, 0.099, 0.090)
N (0.546, 0.803, 0.365)
H (-2.046, 1.331, 0.798)
H (-2.409, 0.549, -0.760)
H (-2.494, -0.400, 0.702)
H (0.440, -1.770, -0.037)
H (2.875, 0.438, 0.989)

Values from the calculation:
Highest occupied orbital energy: -8.00 eV
Net charge: 0
E_LUMO: 0.000 Ha
2S+1: 1
ΔE to the lowest compared entry with this formula, charge and spin: 88.20 kcal/mol
Total energy: -9810.4899 eV
HOMO-LUMO gap: 7.993 eV

Atom charges from the natural (NBO) analysis, given in e for atoms 1 to 2: atom 1 (C): -0.678, atom 2 (C): 0.335

=====

# 2
Below is the molecule C4H5NO2, with properties calculated with wB97M-V/def2-TZVPD.

Element x y z (Å)
N (-1.676, -0.800, -0.041)
C (-0.473, -0.242, -0.569)
C (1.002, 0.780, 1.163)
C (0.140, 0.997, 0.001)
O (1.557, 0.943, -0.139)
C (0.390, -0.940, -1.300)
O (1.160, -1.584, -1.895)
H (-1.571, -1.781, 0.189)
H (-2.484, -0.689, -0.641)
H (0.979, -0.230, 1.574)
H (1.285, 1.571, 1.850)
H (-0.308, 1.974, -0.194)

Values from the calculation:
Highest occupied orbital energy: -8.63 eV
Net charge: 0
E_LUMO: 0.026 Ha
2S+1: 1
ΔE to the lowest compared entry with this formula, charge and spin: 67.83 kcal/mol
Total energy: -9811.3736 eV
HOMO-LUMO gap: 9.338 eV

Atom charges from the natural (NBO) analysis, given in e for atoms 1 to 2: atom 1 (N): -0.810, atom 2 (C): -0.227

=====

# 3
Below is the molecule C4H5NO2 at a distorted geometry, with properties calculated with wB97M-V/def2-TZVPD.

Element x y z (Å)
C (2.265, -0.060, 0.100)
C (1.132, -0.178, -0.534)
C (-0.181, -0.133, 0.207)
C (-2.190, 0.416, -0.063)
H (3.328, -0.112, -0.238)
H (2.008, 0.406, 1.101)
H (0.780, -0.628, -1.597)
H (-0.001, 0.086, 1.250)
H (-3.145, 1.258, 0.262)
N (-2.186, -0.837, -0.077)
O (-0.936, 1.019, -0.335)
O (-0.876, -1.237, -0.075)

Values from the calculation:
Highest occupied orbital energy: -9.72 eV
Net charge: 0
E_LUMO: 0.035 Ha
2S+1: 1
ΔE to the lowest compared entry with this formula, charge and spin: 115.25 kcal/mol
Total energy: -9809.3171 eV
HOMO-LUMO gap: 10.662 eV

Atom charges from the natural (NBO) analysis, given in e for atoms 1 to 2: atom 1 (C): -0.380, atom 2 (C): -0.199

=====

# 4
Below is a structure of composition C4H5NO2 at a distorted geometry, with properties calculated with wB97M-V/def2-TZVPD.

Element x y z (Å)
O (-2.550, 1.120, -0.217)
C (-1.760, 0.442, 0.386)
C (-0.107, 0.037, -0.741)
C (-0.215, 0.742, 0.560)
N (2.367, -0.103, 0.428)
C (2.221, -1.118, -0.101)
O (-0.103, -1.174, -0.838)
H (-1.999, -0.578, 0.750)
H (-0.254, 0.702, -1.607)
H (0.113, 1.789, 0.558)
H (0.165, 0.197, 1.425)
H (2.120, -2.057, -0.603)

Values from the calculation:
Highest occupied orbital energy: -10.02 eV
Net charge: 0
E_LUMO: 0.001 Ha
2S+1: 1
ΔE to the lowest compared entry with this formula, charge and spin: 64.48 kcal/mol
Total energy: -9811.5188 eV
HOMO-LUMO gap: 10.045 eV

Atom charges from the natural (NBO) analysis, given in e for atoms 1 to 2: atom 1 (O): -0.495, atom 2 (C): 0.427

=====

# 5
Below is the molecule C4H5NO2, with properties calculated with wB97M-V/def2-TZVPD.

Element x y z (Å)
O (0.609, 1.665, -1.988)
C (0.437, 0.636, -1.381)
C (-0.693, 0.486, -0.397)
C (-1.002, -0.859, 0.129)
N (-0.434, 0.141, 1.025)
C (0.933, -0.041, 1.386)
O (1.720, -0.766, 0.833)
H (1.076, -0.251, -1.544)
H (-1.474, 1.231, -0.518)
H (-0.347, -1.678, -0.166)
H (-2.031, -1.123, 0.351)
H (1.205, 0.557, 2.270)

Values from the calculation:
Highest occupied orbital energy: -10.03 eV
Net charge: 0
E_LUMO: 0.014 Ha
2S+1: 1
ΔE to the lowest compared entry with this formula, charge and spin: 50.33 kcal/mol
Total energy: -9812.1322 eV
HOMO-LUMO gap: 10.416 eV

Atom charges from the natural (NBO) analysis, given in e for atoms 1 to 2: atom 1 (O): -0.494, atom 2 (C): 0.404

=====

# 6
Below is the molecule C4H5NO2, with properties calculated with wB97M-V/def2-TZVPD.

Element x y z (Å)
O (-2.302, 0.874, 1.658)
C (-1.728, 0.081, 0.955)
C (-0.252, 0.179, 0.676)
C (0.585, -1.032, 0.826)
N (0.168, -0.312, -0.659)
C (1.155, 0.382, -1.390)
O (1.492, 0.079, -2.497)
H (-2.244, -0.791, 0.502)
H (0.123, 1.191, 0.857)
H (-0.216, -1.156, -1.058)
H (1.631, -0.707, 0.933)
H (1.587, 1.213, -0.804)

Values from the calculation:
Highest occupied orbital energy: -9.06 eV
Net charge: 0
E_LUMO: 0.014 Ha
2S+1: 1
ΔE to the lowest compared entry with this formula, charge and spin: 102.07 kcal/mol
Total energy: -9809.8887 eV
HOMO-LUMO gap: 9.431 eV

Atom charges from the natural (NBO) analysis, given in e for atoms 1 to 2: atom 1 (O): -0.488, atom 2 (C): 0.433

=====

- E_LUMO of number 5 (C4H5NO2)?
  0.014 Ha

=====

- Which formula does entry 1 have?
  C4H5NO2